1.
70
Properties=species:S:1:pos:R:3 method="wB97M-V/def2-TZVPD" e_tot_ev=-160771.1230 homo_lumo_gap_ha="0.225 / 0.290" spin_multiplicity=4 s_squared=3.7751 total_charge=0
Br -1.658 0.631 1.037
Co 0.018 0.428 -0.540
P 1.575 -0.425 -1.729
P -1.390 -0.761 -1.768
N -2.786 -1.704 -1.310
N 2.702 -1.700 -1.228
N 2.612 0.873 -2.200
N -2.192 0.520 -2.679
C -3.900 -1.990 -2.114
C 3.573 -1.635 -0.135
C -4.105 -3.155 -0.164
C -2.899 1.798 -4.411
C 4.283 -2.834 -0.058
C -2.353 1.827 -2.203
C -2.804 2.618 -3.245
C 3.822 -3.673 -1.121
C 3.620 0.802 -3.156
C -2.918 -2.424 -0.125
C 0.894 0.581 -7.892
C 2.836 -2.969 -1.803
C -2.067 1.881 -8.199
C -1.386 -0.549 -8.091
C 1.369 0.509 1.049
C -4.722 -2.885 -1.435
C 0.974 1.916 -7.900
C -0.002 -0.273 -8.739
C 4.108 2.097 -3.352
C -0.502 -1.722 -3.025
C -2.145 0.663 -7.654
C -2.519 0.511 -4.027
C -1.163 2.328 -9.313
C 0.878 -1.065 -3.282
C 3.359 2.966 -2.495
C 0.222 2.838 -8.820
C 2.424 2.207 -1.799
H -4.000 -1.542 -3.099
H -0.119 0.104 -9.763
H 1.601 -1.751 -3.745
H -2.170 -2.336 0.650
H 5.058 -3.065 0.657
H -4.488 -3.812 0.604
H -1.048 1.594 -10.126
H 0.912 1.228 1.754
H 3.884 -0.147 -3.592
H 0.832 3.059 -9.717
H -5.659 -3.285 -1.809
H 1.668 2.461 -1.072
H 3.494 4.036 -2.391
H 0.494 -1.252 -8.834
H 3.605 -0.758 0.495
H 4.914 2.363 -4.019
H -1.661 3.203 -9.766
H 1.757 2.417 -7.323
H 2.238 -3.254 -2.652
H 0.784 -0.185 -3.942
H -1.208 -1.211 -7.227
H -3.197 2.085 -5.413
H 1.596 -0.003 -7.286
H -1.995 -1.114 -8.821
H -1.100 -1.794 -3.945
H -2.148 2.057 -1.159
H 2.382 0.855 0.778
H -2.784 2.656 -7.894
H 1.457 -0.460 1.579
H 0.042 3.798 -8.306
H 4.174 -4.668 -1.373
H -3.050 3.680 -3.188
H -2.445 -0.403 -4.606
H -2.945 0.458 -6.937
H -0.380 -2.747 -2.631

---

2.
83
Properties=species:S:1:pos:R:3 method="wB97M-V/def2-TZVPD" e_tot_ev=-184252.0695 homo_lumo_gap_ha="0.229 / 0.205" spin_multiplicity=3 s_squared=2.0112 total_charge=+2 de_lowest_kcal_mol=9.0
Re 0.418 -0.063 0.128
Te 0.579 4.235 -0.692
Ge -2.714 -3.321 -1.531
Cl -3.587 -2.422 0.134
Cl -2.457 -5.384 -1.382
Cl -3.431 -2.583 -3.360
S 0.344 -3.168 -1.262
S -0.844 -0.949 2.978
P 0.281 3.148 1.387
O -1.005 -1.063 1.467
O -1.005 -2.503 -1.607
O -0.831 3.776 2.336
O 1.608 3.255 2.241
O -0.110 1.669 1.267
O 0.172 -4.312 -0.441
N 1.973 -0.998 1.235
N 1.772 0.796 -1.388
N -0.919 0.669 -1.206
N 3.642 -3.253 -6.075
N 1.092 -1.944 -0.552
N 2.855 -3.096 0.527
C 2.007 -2.095 0.436
C -0.648 2.393 -4.472
C -2.891 4.858 2.869
C 0.765 -2.727 -3.909
C -1.883 -2.352 3.561
C 1.186 -3.403 -2.773
C 1.563 -2.716 -5.028
C 0.711 2.337 -4.640
C -0.420 1.244 -2.343
C -2.226 0.719 -1.013
C -3.368 -0.465 3.872
C -2.090 0.291 3.538
C -1.253 1.843 -3.321
C 1.634 2.886 3.628
C 3.215 -4.050 -3.857
C -2.924 -1.779 4.508
C -3.119 1.326 -1.899
C 2.820 -3.352 -5.016
C 1.540 1.781 -3.655
C -2.640 1.884 -3.058
C 3.765 -3.008 1.492
C 0.982 1.267 -2.511
C 3.825 -1.926 2.361
C 2.410 -4.064 -2.744
C 2.891 -0.916 2.190
C 1.414 4.107 4.501
C -2.128 4.073 1.821
H 0.873 2.120 3.817
H -3.050 4.265 3.765
H -2.639 3.135 1.571
H -3.299 2.367 -3.760
H 2.875 -0.031 2.809
H 2.613 1.791 -3.793
H 1.588 3.861 5.546
H -2.487 -1.600 5.493
H 4.165 -4.562 -3.843
H -1.276 2.857 -5.218
H -2.028 4.664 0.900
H 2.321 1.585 -1.023
H -2.575 0.267 -0.098
H -2.196 1.040 2.757
H 0.396 4.472 4.382
H -0.187 -2.220 -3.903
H -3.853 5.160 2.465
H -4.001 0.113 4.546
H 3.344 -2.799 -6.919
H 2.107 4.889 4.199
H -3.763 -2.463 4.630
H -1.662 0.766 4.421
H -4.172 1.351 -1.661
H 2.706 -4.569 -1.838
H -3.936 -0.674 2.963
H 4.580 -1.869 3.124
H 1.160 2.751 -5.529
H 1.237 -2.204 -5.921
H 4.523 -3.735 -6.079
H 4.477 -3.820 1.545
H 2.630 2.462 3.789
H -2.323 5.745 3.136
H -1.232 -3.086 4.027
H 2.450 0.100 -1.712
H -2.341 -2.774 2.666

---

3.
70
Properties=species:S:1:pos:R:3 method="wB97M-V/def2-TZVPD" e_tot_ev=-68183.2704 homo_lumo_gap_ha="0.259 / 0.143" spin_multiplicity=5 s_squared=6.0618 total_charge=+2 de_lowest_kcal_mol=127.1
Ru -0.050 -1.603 -5.460
Cl -1.921 -2.656 -4.658
P -1.843 -0.474 -6.306
P 1.596 -1.298 -6.780
N -3.559 -0.971 -7.256
N 2.898 -0.280 -7.077
N 1.867 -2.609 -7.782
N -2.028 1.307 -7.051
C -5.260 -2.327 -8.029
C -2.204 2.686 -8.840
C 0.927 2.484 -1.499
C -2.437 2.573 -6.616
C 2.813 -3.619 -9.559
C -1.910 1.402 -8.433
C -5.340 -1.085 -8.719
C 0.348 2.311 -4.502
C 1.611 1.995 -3.896
C -0.950 -1.183 -7.769
C -1.343 0.912 -2.805
C 4.040 -0.069 -6.300
C -1.016 1.912 -3.806
C 4.254 1.167 -8.192
C 2.190 -3.926 -7.402
C -2.457 3.448 -7.673
C 1.714 1.748 -2.561
C -0.833 0.726 -1.585
C -0.233 1.836 -0.825
C 0.331 -0.406 -7.682
C 3.111 0.420 -8.291
C -4.124 -2.244 -7.187
C -4.273 -0.309 -8.255
C 1.068 -2.098 -3.545
C 4.868 0.817 -6.953
C 2.291 -2.432 -9.110
C 2.839 -4.516 -8.450
H -3.692 -3.007 -6.549
H -1.727 1.697 -4.595
H 4.561 1.935 -8.911
H -6.070 -0.760 -9.454
H 2.407 0.998 -2.226
H -3.983 0.661 -8.628
H 2.103 -1.631 -3.416
H 0.538 -1.978 -2.506
H -1.721 0.579 -9.141
H 2.195 -1.510 -9.658
H -2.227 0.304 -3.042
H -0.963 2.608 -0.575
H 3.378 -5.460 -8.424
H -0.957 -2.246 -7.685
H 0.065 1.442 0.141
H -1.045 -0.187 -1.002
H 1.850 -4.280 -6.444
H 5.812 1.211 -6.581
H 0.270 0.647 -7.373
H -1.528 -0.880 -8.625
H 1.678 2.676 -0.691
H 0.247 3.391 -4.520
H -1.455 2.847 -3.467
H 2.460 0.323 -9.153
H 0.238 2.000 -5.562
H -2.709 2.787 -5.578
H 0.749 -0.450 -8.661
H 0.624 3.469 -1.896
H 2.443 1.827 -4.610
H 3.143 -3.773 -10.587
H 4.124 -0.608 -5.362
H 1.217 -3.222 -3.646
H -5.926 -3.186 -8.147
H -2.583 4.520 -7.672
H -2.161 2.965 -9.895